Entry 1:
C6H10O | ωB97M-V with the def2-TZVPD basis set

Last column: Löwdin charge in e.
Positions of all 17 atoms, in Å:
C -0.035608 0.442813 3.026472  0.0079
C -0.445816 -0.171025 1.927069  -0.1696
C 0.375356 -0.807098 0.892524  -0.3477
C 1.323315 -1.683229 1.211048  0.0635
C 0.058248 -0.528341 -0.533596  -0.1458
C -0.090627 0.725189 -0.936746  0.0253
H -0.420646 0.609504 4.029697  0.0595
H 1.039168 0.625004 3.120190  0.0588
H -1.510892 -0.133661 1.709178  0.1100
H 1.966324 -2.262702 0.552543  0.0688
H 1.724943 -1.603378 2.223316  0.0665
H 0.046550 -1.331498 -1.245487  0.0957
H -0.257615 1.040299 -1.956881  0.0387
H -0.042292 1.527355 -0.209750  0.0666
O -1.461792 1.487333 -4.479211  -0.0618
H -1.504341 0.572339 -4.185836  0.0273
H -0.764273 1.491088 -5.144526  0.0362

Cartesian forces (eV/Å) of the 6 atoms listed first:
C 2.42 -0.36 0.92
C -1.10 0.98 0.24
C -0.06 -0.40 -1.06
C 1.28 0.59 0.97
C -0.03 0.44 0.30
C -0.20 0.30 0.09

Maximum force (hartree/bohr): 0.0509
HOMO (eV): -8.770
Electronic energy (Ha): -309.7595
Molecular weight (g/mol): 98.14
HOMO-LUMO gap (Ha): 0.34968
ΔE to the lowest compared entry with this formula, charge and spin (eV): 2.255
LUMO level (eV): 0.745
SMILES string: C=CC(=C)C=C.O

***

Entry 2:
C6H10O | ωB97M-V with the def2-TZVPD basis set

Last column: Löwdin charge in e.
Positions of all 17 atoms, in Å:
C 1.705302 -1.107055 -1.676550  0.1406
C 0.942699 -0.472377 -0.993281  -0.0722
C 0.051253 0.440310 -0.244520  -0.6058
C -0.808761 1.194895 -1.265270  -0.0272
O 0.856574 1.332979 0.520784  -0.0115
C -0.844996 -0.284722 0.770101  -0.1962
C -0.100171 -1.039919 1.864839  -0.0932
H 2.385678 -1.659191 -2.285715  0.0290
H -0.167790 1.648644 -2.028942  0.0883
H -1.506955 0.500463 -1.748790  0.0926
H -1.376977 1.984345 -0.764753  0.0892
H 1.593134 1.627752 -0.030958  0.1048
H -1.472035 0.491858 1.223636  0.1202
H -1.514471 -0.962353 0.227877  0.1207
H -0.811139 -1.499188 2.561973  0.0732
H 0.545769 -0.361857 2.428733  0.0741
H 0.522886 -1.834584 1.440837  0.0733

Cartesian forces (eV/Å) of the 6 atoms listed first:
C -0.28 0.24 0.27
C 0.30 -0.37 -0.31
C -0.09 -0.23 0.03
C 0.00 0.05 -0.04
O 0.13 0.26 -0.09
C -0.10 -0.01 0.01

Maximum force (hartree/bohr): 0.0110
HOMO (eV): -10.136
Electronic energy (Ha): -309.7900
Molecular weight (g/mol): 98.14
HOMO-LUMO gap (Ha): 0.40778
ΔE to the lowest compared entry with this formula, charge and spin (eV): 1.424
LUMO level (eV): 0.960
SMILES string: C#C[C@](C)(O)CC

***

Entry 3:
C6H10O | ωB97M-V with the def2-TZVPD basis set

Last column: Löwdin charge in e.
Positions of all 17 atoms, in Å:
O -3.688386 -0.508638 -1.369613  -0.0853
C -2.620695 -0.024892 -0.789282  -0.2921
C -2.007877 -0.715572 0.409667  -0.0703
C -0.567857 -0.368935 0.903811  -0.2492
C 0.415728 -0.041555 -0.105840  -0.2316
C 2.860549 0.946261 -0.485937  0.0631
C 1.623120 0.740381 0.232977  -0.2937
H -2.191693 0.957020 -1.095851  0.1414
H -2.776752 -1.296735 0.968460  0.1394
H -1.822166 -1.035235 -0.686872  0.1133
H -0.156211 -1.249989 1.481163  0.1218
H -0.447692 0.537172 1.548764  0.1197
H 2.714263 -0.869359 0.485303  0.2363
H 0.559858 -0.498206 -1.137421  0.1211
H 2.867478 0.623946 -1.498448  0.0451
H 3.577038 1.584926 -0.055374  0.0398
H 1.661302 1.219404 1.194489  0.0812

Cartesian forces (eV/Å) of the 6 atoms listed first:
O 4.14 2.05 2.12
C -5.65 0.82 -0.06
C 0.03 1.34 -1.54
C -0.68 -0.08 1.42
C 5.63 3.34 -2.53
C -1.79 -4.00 1.28

Maximum force (hartree/bohr): 0.1365
HOMO (eV): -7.387
Electronic energy (Ha): -309.5265
Molecular weight (g/mol): 98.14
HOMO-LUMO gap (Ha): 0.21588
ΔE to the lowest compared entry with this formula, charge and spin (eV): 8.595
LUMO level (eV): -1.513

***

Entry 4:
C6H10O | ωB97M-V with the def2-TZVPD basis set

Last column: Löwdin charge in e.
Positions of all 17 atoms, in Å:
C 1.210160 1.828987 -0.413139  0.0431
C 0.180101 1.343896 0.290386  -0.3716
C -0.124362 1.840590 1.680161  -0.0758
C -0.650187 0.210905 -0.127717  -0.0715
C -0.132161 -0.820115 -0.883296  -0.0702
C -0.188470 -2.265537 -0.545458  -0.2378
O -0.506018 -3.077069 -1.705835  -0.0947
H 1.698026 2.714319 -0.023278  0.0619
H 1.647129 1.327995 -1.261180  0.0554
H -0.794083 2.705019 1.790413  0.0831
H -0.459540 1.073245 2.380526  0.0752
H 0.830657 2.125247 2.137858  0.0757
H -1.723940 0.226591 0.063336  0.1157
H 0.536389 -0.583626 -1.709220  0.1058
H 0.782393 -2.670906 -0.217908  0.1255
H -0.920516 -2.535836 0.216766  0.1140
H -1.385586 -3.443700 -1.672410  0.0663

Cartesian forces (eV/Å) of the 6 atoms listed first:
C -0.13 0.04 0.88
C -0.37 0.64 -0.91
C 0.63 0.67 0.86
C 0.40 -1.54 -1.42
C 0.03 0.99 0.78
C -1.83 -1.36 -1.26

Maximum force (hartree/bohr): 0.0506
HOMO (eV): -7.989
Electronic energy (Ha): -309.7411
Molecular weight (g/mol): 98.14
HOMO-LUMO gap (Ha): 0.30607
ΔE to the lowest compared entry with this formula, charge and spin (eV): 2.756
LUMO level (eV): 0.340
SMILES string: C=C(C)/C=C/CO

***

Entry 5:
C6H10O | ωB97M-V with the def2-TZVPD basis set

Last column: Löwdin charge in e.
Positions of all 17 atoms, in Å:
C -0.861519 -1.409348 0.177727  -0.1018
C -0.984240 -0.620562 1.243963  -0.0853
C -0.564580 0.831225 1.314892  -0.2145
O -0.498214 1.489985 0.067910  -0.1462
C 0.729542 1.323870 -0.609569  -0.2298
C 1.099632 -0.144848 -0.766772  -0.1824
C -0.151858 -0.979363 -1.089414  -0.1853
H -1.263484 -2.421717 0.233800  0.0987
H -1.428799 -1.013315 2.158571  0.1008
H 0.396109 0.928067 1.849586  0.1272
H -1.313403 1.378376 1.897050  0.1221
H 1.532380 1.886745 -0.104480  0.1217
H 0.577708 1.768426 -1.599953  0.1252
H 1.545715 -0.535600 0.156606  0.1139
H 1.871567 -0.237385 -1.540581  0.1121
H -0.848153 -0.400019 -1.712459  0.1203
H 0.161597 -1.844539 -1.676878  0.1033

Cartesian forces (eV/Å) of the 6 atoms listed first:
C 0.03 0.13 0.15
C 0.03 -0.08 -0.12
C -0.01 -0.04 0.22
O -0.05 0.05 0.04
C 0.19 0.03 -0.15
C 0.03 0.00 0.02

Maximum force (hartree/bohr): 0.0051
HOMO (eV): -9.248
Electronic energy (Ha): -309.8184
Molecular weight (g/mol): 98.14
HOMO-LUMO gap (Ha): 0.38052
ΔE to the lowest compared entry with this formula, charge and spin (eV): 0.652
LUMO level (eV): 1.106
SMILES string: C1=CCOCCC1

***

Entry 6:
C6H10O | ωB97M-V with the def2-TZVPD basis set

Last column: Löwdin charge in e.
Positions of all 17 atoms, in Å:
C -2.143843 -0.067249 0.077160  -0.0081
C -0.714846 0.316221 -0.086403  -0.3237
C 0.395021 -0.439332 -0.217993  -0.1558
C 1.457464 -0.807600 0.745052  -0.0461
C 1.574247 0.468434 -0.074832  -0.2145
C 0.938330 1.799521 0.268606  -0.0963
O -0.470050 1.654509 -0.107189  -0.0278
H -2.751239 0.379556 -0.717713  0.0915
H -2.530026 0.306287 1.032059  0.0894
H -2.250421 -1.152773 0.035867  0.0728
H 1.217277 -0.749367 1.805680  0.1081
H 2.164945 -1.597907 0.497359  0.0965
H 2.325337 0.457859 -0.864084  0.1321
H 1.350938 2.620864 -0.320226  0.1208
H 0.961671 2.073139 1.331355  0.1253
H -1.004089 -2.899035 -1.939005  0.0318
H -0.592850 -2.378613 -1.595009  0.0040

Cartesian forces (eV/Å) of the 6 atoms listed first:
C 0.01 -0.05 0.00
C 0.03 -0.22 0.05
C -0.27 0.14 0.02
C 0.11 -0.12 0.16
C 0.12 0.19 -0.10
C 0.21 0.06 0.10

Maximum force (hartree/bohr): 0.0059
HOMO (eV): -7.974
Electronic energy (Ha): -309.7119
Molecular weight (g/mol): 98.14
HOMO-LUMO gap (Ha): 0.33098
ΔE to the lowest compared entry with this formula, charge and spin (eV): 3.551
LUMO level (eV): 1.033
SMILES string: CC1=C2C[C@@H]2CO1.[H][H]

***

Entry 7:
C6H10O | ωB97M-V with the def2-TZVPD basis set

Last column: Löwdin charge in e.
Positions of all 17 atoms, in Å:
C 1.955625 0.759242 -0.284054  -0.1734
C 1.345174 -0.398295 -1.027946  -0.1301
C 0.529319 -0.752494 0.222148  -0.2706
C -0.985461 -0.614706 0.123445  -0.2551
C -1.876286 -0.115476 1.223278  -0.1110
C -1.676613 0.703969 -0.024076  -0.1160
O 1.337121 0.223863 0.969687  -0.0898
H 2.992162 0.801212 -0.819059  0.1336
H 1.701666 1.818946 -0.271583  0.1008
H 2.150316 -1.136632 -1.104690  0.1109
H 1.005508 -0.115119 -2.018081  0.1143
H 0.728090 -1.751774 0.642506  0.1429
H -1.405390 -1.436186 -0.467441  0.1434
H -1.405132 0.232082 2.136545  0.1030
H -2.842157 -0.596921 1.368564  0.0978
H -2.498247 0.788426 -0.731178  0.0984
H -1.055692 1.589857 0.061935  0.1010

Cartesian forces (eV/Å) of the 6 atoms listed first:
C 0.45 0.30 -0.71
C -0.05 -0.05 -0.50
C 0.08 -0.03 -0.18
C 0.21 0.08 -0.01
C 0.01 0.00 0.21
C 0.02 0.24 -0.11

Maximum force (hartree/bohr): 0.0550
HOMO (eV): -9.482
Electronic energy (Ha): -309.7349
Molecular weight (g/mol): 98.14
HOMO-LUMO gap (Ha): 0.38960
ΔE to the lowest compared entry with this formula, charge and spin (eV): 2.926
LUMO level (eV): 1.120
SMILES string: C1C[C@H](C2CC2)O1

***

Entry 8:
C6H10O | ωB97M-V with the def2-TZVPD basis set

Last column: Löwdin charge in e.
Positions of all 17 atoms, in Å:
C 2.054079 0.818015 -0.229305  -0.0769
C 0.591721 0.688249 -0.599596  -0.3516
C 0.010771 -0.639857 -1.174337  -0.0653
C -1.185388 -0.364171 -0.230196  -0.3003
C -0.303767 0.483651 0.639605  -0.1631
C -2.043623 -1.064798 1.769058  0.0580
O -1.958728 -1.384348 0.507453  -0.0942
H 2.716586 0.972921 -1.084041  0.0727
H 2.377750 -0.079267 0.310169  0.0789
H 2.166353 1.667631 0.457878  0.0829
H 0.261731 1.537203 -1.210993  0.1388
H -0.187154 -0.676203 -2.250114  0.1062
H 0.633025 -1.495730 -0.898655  0.1182
H -1.923903 0.223925 -0.780034  0.1542
H -0.735004 1.308444 1.201155  0.1113
H 0.229689 -0.162307 1.345194  0.1097
H -2.704139 -1.833357 2.226757  0.0206

Cartesian forces (eV/Å) of the 6 atoms listed first:
C 0.15 -0.03 -0.06
C 0.13 0.18 0.17
C 0.02 -0.11 -0.01
C -0.24 0.01 0.03
C 0.16 0.33 -0.08
C -0.32 -0.34 -0.22

Maximum force (hartree/bohr): 0.0108
HOMO (eV): -8.355
Electronic energy (Ha): -309.7128
Molecular weight (g/mol): 98.14
HOMO-LUMO gap (Ha): 0.33965
ΔE to the lowest compared entry with this formula, charge and spin (eV): 3.527
LUMO level (eV): 0.887